{
  "formula": "C3H10NS",
  "method": "wB97M-V/def2-TZVPD",
  "homo_ev": -14.20,
  "multiplicity": 1,
  "e_tot_ev": -15589.29235,
  "gap_ev": 8.789,
  "charge": 1,
  "species": ["C", "N", "H", "H", "H", "H", "C", "S", "C", "H", "H", "H", "H", "H", "H"],
  "xyz": [[1.3324, 0.7969, 0.6701], [1.2519, 2.2131, 0.5956], [2.3479, 0.4280, 0.5015], [1.1111, 0.4214, 1.6725], [1.9583, 2.5611, -0.0478], [0.3948, 2.5141, 0.1472], [-2.0572, -0.1187, -0.9492], [0.0485, -0.0838, -0.5626], [0.0998, -1.8974, 0.1703], [-1.9671, 0.0056, -2.0203], [-2.5861, 0.6319, -0.3810], [-2.1111, -1.1685, -0.6959], [-0.4392, -1.7817, 1.1099], [-0.5320, -2.4092, -0.5392], [1.1479, -2.1127, 0.3288]],
  "forces_ev_per_angstrom": [[-0.9, 0.6, 1.4], [0.3, -0.2, -1.2], [-0.3, -0.2, -1.0], [-0.7, 0.0, -0.2], [0.2, 0.0, 0.2], [-0.3, 0.3, 0.7], [2.6, 0.0, 0.5], [0.1, -2.2, -0.3], [-0.8, 2.9, -0.1], [-0.2, 0.4, 0.0], [-0.1, -0.1, 0.1], [-0.7, 0.2, 0.3], [0.2, -0.2, 0.1], [0.7, -0.8, -0.2], [-0.1, -0.5, -0.4]]
}


{
  "formula": "C6H11BrN6",
  "method": "wB97M-V/def2-TZVPD",
  "homo_ev": [-17.28, -17.29],
  "multiplicity": 1,
  "e_tot_ev": -85358.32448,
  "gap_ev": [8.233, 8.262],
  "charge": 2,
  "species": ["C", "C", "C", "C", "C", "C", "N", "N", "N", "N", "N", "N", "Br", "H", "H", "H", "H", "H", "H", "H", "H", "H", "H", "H"],
  "xyz": [[-0.0263, -0.6021, -2.1380], [-0.0027, 0.7392, -1.3771], [-0.8468, -1.9446, 1.7182], [-1.1640, -1.4167, -1.5904], [1.0471, 0.8029, -0.2395], [1.8085, 3.6897, 1.8168], [-0.8457, -2.6217, 0.4624], [-1.0467, -2.0541, -0.5429], [1.2310, 2.2092, 0.0136], [1.4323, 2.8505, 0.9791], [-0.9377, -0.5518, 1.5429], [0.9752, -0.1583, 0.7581], [3.6542, 3.8897, 2.2103], [-0.1981, -0.4261, -3.1999], [0.9213, -1.1271, -2.0202], [0.2398, 1.5436, -2.0724], [-0.9833, 0.9567, -0.9495], [-1.7176, -2.3164, 2.2922], [0.0280, -2.3437, 2.2624], [-2.1354, -1.3713, -2.0728], [2.0227, 0.5878, -0.7408], [1.1047, 4.3292, 2.3396], [-0.8817, -0.0444, 2.4214], [1.4267, 0.0797, 1.6329]],
  "forces_ev_per_angstrom": [[0.3, 0.1, 0.2], [0.0, 0.2, 0.1], [0.3, 0.2, 1.2], [-0.1, 0.5, -1.2], [0.0, -0.7, -0.9], [1.2, 0.7, 0.8], [0.3, -1.7, -0.7], [-0.1, 0.0, 0.9], [0.2, 1.8, -0.7], [-0.2, -1.1, 0.0], [2.5, 1.6, -1.6], [-3.2, -1.7, 2.0], [-1.0, -0.2, -0.3], [0.0, -0.1, 0.1], [0.0, -0.1, -0.1], [0.0, -0.1, 0.1], [0.0, 0.1, 0.0], [0.1, 0.1, -0.2], [-0.1, 0.1, -0.3], [-0.2, -0.1, 0.2], [-0.1, 0.2, 0.1], [-0.1, -0.1, 0.0], [0.1, -0.1, 0.2], [0.2, 0.1, 0.1]]
}


{
  "formula": "C3H7N2S",
  "method": "wB97M-V/def2-TZVPD",
  "homo_ev": -13.03,
  "multiplicity": 1,
  "e_tot_ev": -17032.23227,
  "gap_ev": 7.906,
  "charge": 1,
  "species": ["C", "C", "C", "N", "N", "S", "H", "H", "H", "H", "H", "H", "H"],
  "xyz": [[1.0907, -0.4422, 0.0539], [-1.3781, 0.1790, -0.0423], [-1.1525, 1.6768, -0.0015], [1.9501, -1.3697, -0.0784], [-0.2705, -0.7324, 0.0289], [-2.8357, -0.4762, -0.0209], [1.4738, 0.5324, -0.1424], [-0.8586, 1.9384, -0.9490], [-1.9964, 2.2928, 0.3337], [-0.2160, 1.7963, 0.6699], [2.9131, -1.3228, 0.0553], [1.8366, -2.3389, -0.0297], [-0.5565, -1.7335, 0.1227]],
  "forces_ev_per_angstrom": [[-4.3, -0.3, -1.6], [-0.8, 0.3, 0.9], [2.0, -1.5, 2.9], [1.1, -1.5, 0.5], [2.7, 0.5, 0.4], [-0.3, -0.4, -0.2], [-0.3, 1.0, 0.6], [0.7, 1.1, -2.4], [0.3, -0.7, 0.0], [-1.6, 0.5, -0.8], [2.1, 1.8, 0.0], [-1.8, -1.8, 0.0], [0.2, 1.2, -0.2]]
}


{
  "formula": "CH2N2O",
  "method": "wB97M-V/def2-TZVPD",
  "homo_ev": -9.47,
  "multiplicity": 1,
  "e_tot_ev": -6093.24951,
  "gap_ev": 9.155,
  "charge": 0,
  "species": ["C", "N", "N", "O", "H", "H"],
  "xyz": [[2.1890, 0.0329, -0.0879], [1.2896, -0.4019, -0.6578], [-1.7457, -0.0505, 0.2063], [-2.7756, 0.4017, 0.7245], [2.9424, 0.5159, 0.5058], [-1.8997, -0.4981, -0.6909]],
  "forces_ev_per_angstrom": [[-0.7, 0.1, -0.1], [0.7, 0.2, 0.2], [-1.3, 1.9, 3.1], [2.3, -1.4, -2.0], [-0.1, -0.2, -0.2], [-1.0, -0.4, -1.1]]
}


{
  "formula": "C4H5NO",
  "method": "wB97M-V/def2-TZVPD",
  "homo_ev": -8.09,
  "multiplicity": 1,
  "e_tot_ev": -7762.41109,
  "gap_ev": 8.478,
  "charge": 0,
  "species": ["C", "C", "C", "O", "C", "N", "H", "H", "H", "H", "H"],
  "xyz": [[1.1723, -0.5662, 0.9211], [-0.7820, -0.9026, -0.0433], [-1.2886, -0.3305, -1.1453], [-1.1015, 1.0669, -1.1608], [-0.3612, 1.3271, -0.1203], [-0.0945, 0.1957, 0.5587], [0.9447, -1.1931, 1.7846], [1.9805, 0.1310, 1.0833], [1.4438, -1.2611, 0.1062], [-1.7239, -0.7534, -2.0283], [-0.1918, 2.3847, 0.0797]],
  "forces_ev_per_angstrom": [[0.3, 0.9, 0.6], [-0.9, -0.3, -0.8], [-0.6, -0.2, -0.1], [0.1, 0.2, 0.3], [0.5, -0.6, 0.0], [0.5, -1.0, -0.7], [0.1, 0.4, 0.0], [0.3, 0.2, 0.4], [-0.3, 0.7, 0.3], [-0.4, 0.2, -0.1], [0.4, -0.5, 0.2]]
}


{
  "formula": "C5H9BrSi",
  "method": "wB97M-V/def2-TZVPD",
  "homo_ev": [-5.26, -9.12],
  "multiplicity": 3,
  "s2": 2.018,
  "e_tot_ev": -83244.02724,
  "gap_ev": [6.024, 4.687],
  "charge": 0,
  "species": ["C", "C", "C", "C", "C", "Si", "Br", "H", "H", "H", "H", "H", "H", "H", "H", "H"],
  "xyz": [[-1.2952, 0.5470, -1.3986], [-0.3281, 0.4826, -0.5916], [0.7598, 0.5514, 2.2060], [1.5277, -1.7390, 0.3323], [-2.5046, 0.7351, -2.1760], [1.0880, 0.0835, 0.4564], [-3.2768, 2.5672, -2.0156], [1.7312, 0.3675, 2.7277], [0.4923, 1.6253, 2.3182], [0.2195, -0.1947, 2.6038], [1.7110, -1.9734, -0.6872], [2.5619, -1.9244, 0.7959], [0.8558, -2.6131, 0.4534], [-2.4719, 0.5852, -3.3186], [-3.1920, -0.1208, -1.7788], [2.1212, 1.0206, 0.0727]],
  "forces_ev_per_angstrom": [[-0.6, -0.5, -0.9], [-1.7, 0.3, -1.3], [3.2, 2.3, -0.8], [1.5, -0.8, 0.3], [3.1, -5.3, 0.7], [-0.5, -0.5, 0.4], [-1.9, 3.7, 0.1], [-0.3, 0.5, -0.4], [-0.3, -1.1, 0.2], [-3.0, -2.0, 1.8], [0.6, 0.4, -1.5], [-1.6, 0.1, -0.2], [-0.1, 0.9, 1.1], [0.1, 0.3, 1.7], [0.6, 1.4, -0.7], [0.7, 0.0, -0.6]]
}


{
  "formula": "C35H52N4RuS2Sb2Si",
  "method": "wB97M-V/def2-TZVPD",
  "homo_ev": [-9.76, -9.82],
  "multiplicity": 2,
  "s2": 0.798,
  "e_tot_ev": -88298.02993,
  "gap_ev": [6.232, 6.510],
  "charge": 1,
  "species": ["Ru", "C", "Sb", "C", "C", "C", "C", "C", "C", "C", "C", "C", "Sb", "C", "C", "H", "H", "H", "H", "H", "H", "H", "H", "H", "H", "H", "H", "H", "H", "H", "H", "H", "H", "H", "H", "C", "Si", "C", "C", "C", "C", "C", "C", "N", "C", "S", "H", "H", "H", "H", "H", "H", "H", "H", "H", "H", "H", "H", "C", "N", "C", "C", "C", "C", "C", "C", "C", "C", "H", "H", "H", "H", "H", "H", "H", "H", "H", "H", "H", "H", "C", "C", "C", "C", "N", "C", "S", "N", "C", "H", "H", "H", "H", "H", "H", "H", "H"],
  "xyz": [[0.4512, 0.2269, 0.0826], [2.5238, -2.3789, 2.3669], [1.5841, -2.5371, 0.4262], [3.1749, -3.7723, -0.3847], [0.2584, -4.2465, 0.9363], [-0.3236, -4.8725, -0.2720], [0.4357, -5.8060, -0.9743], [-0.0212, -6.3778, -2.1444], [-1.2705, -6.0327, -2.6375], [-2.0456, -5.1272, -1.9441], [-1.5991, -4.5384, -0.7604], [-2.4691, -3.5701, -0.0776], [-1.9437, -1.4817, -0.6460], [-2.6529, -1.6074, -2.6771], [-3.7562, -0.6317, 0.1825], [2.6596, -3.3772, 2.7742], [1.9182, -1.7785, 3.0402], [3.4944, -1.9057, 2.2408], [3.2493, -4.6713, 0.2172], [4.1177, -3.2376, -0.3387], [2.9564, -4.0374, -1.4133], [-0.4862, -3.8667, 1.6322], [0.9219, -4.9388, 1.4530], [1.4006, -6.0911, -0.5826], [0.5944, -7.0882, -2.6730], [-1.6350, -6.4722, -3.5532], [-3.0266, -4.8672, -2.3147], [-2.4182, -3.6246, 1.0060], [-3.5025, -3.6649, -0.3946], [-3.6175, -2.1029, -2.6822], [-1.9454, -2.1722, -3.2768], [-2.7518, -0.6054, -3.0849], [-4.6010, -1.2179, -0.1648], [-3.8676, 0.3942, -0.1537], [-3.7167, -0.6567, 1.2679], [0.4739, 0.4006, -5.6712], [-0.4776, 1.9857, -5.2287], [0.4730, 3.5455, -5.7843], [-2.1900, 1.9311, -6.0788], [-1.0055, 2.2036, -3.3961], [-1.8298, 3.2695, -3.0576], [-2.3465, 3.4113, -1.7742], [-2.0647, 2.4258, -0.8531], [-1.2610, 1.4009, -1.1401], [-0.7015, 1.3083, -2.3656], [0.4604, 0.0273, -2.5089], [0.6136, 0.3530, -6.7475], [-0.0587, -0.4958, -5.3698], [1.4553, 0.3616, -5.2113], [0.6365, 3.5135, -6.8580], [1.4472, 3.6313, -5.3116], [-0.0805, 4.4557, -5.5692], [-2.0695, 1.9062, -7.1563], [-2.7930, 2.8019, -5.8386], [-2.7647, 1.0543, -5.7925], [-2.0773, 4.0007, -3.8131], [-2.9832, 4.2407, -1.5162], [-2.4703, 2.4468, 0.1506], [0.5124, 2.6463, 2.2235], [0.9102, 3.7939, 1.4555], [1.8475, 4.6488, 2.1480], [1.2541, 3.4779, 0.0814], [2.4727, 2.5843, -0.0690], [3.7130, 3.2008, -0.1955], [4.8613, 2.4535, -0.3685], [4.7783, 1.0735, -0.4134], [3.5511, 0.4517, -0.2547], [2.3876, 1.1882, -0.0568], [0.0104, 2.9713, 3.1354], [1.3553, 1.9874, 2.5073], [-0.2134, 2.0653, 1.6248], [1.3922, 4.9782, 3.0834], [2.0508, 5.5225, 1.5301], [2.7958, 4.1403, 2.3754], [1.4213, 4.4219, -0.4431], [0.3763, 2.9918, -0.3669], [3.7696, 4.2799, -0.1907], [5.8132, 2.9460, -0.4859], [5.6626, 0.4777, -0.5772], [3.5240, -0.6346, -0.2810], [-3.2157, -0.0447, 6.4856], [-1.8921, 0.1134, 5.8317], [-0.7917, 0.7081, 6.3878], [0.3931, 0.8122, 5.6310], [0.4372, 0.3935, 4.3575], [-0.6149, -0.1612, 3.8292], [-0.6711, -0.7170, 2.2167], [-1.7742, -0.3568, 4.5482], [1.6227, 1.4208, 6.2012], [-3.1781, 0.2893, 7.5170], [-3.5325, -1.0874, 6.4650], [-3.9718, 0.5420, 5.9612], [-0.8242, 1.0837, 7.3978], [-2.5376, -0.8561, 4.1095], [1.5239, 1.5510, 7.2742], [1.8124, 2.3955, 5.7527], [2.4919, 0.8033, 5.9887]],
  "forces_ev_per_angstrom": [[-0.1, -1.9, -2.7], [-0.1, 0.0, -0.3], [0.2, 0.0, 1.1], [-0.4, 0.5, -0.2], [0.3, 0.8, 0.0], [-0.2, -0.1, -0.5], [-0.1, 0.0, 0.0], [0.0, -0.1, -0.1], [0.1, -0.1, -0.1], [0.0, 0.0, 0.1], [0.4, -0.4, -0.2], [0.0, 1.1, 0.0], [-0.6, -0.3, 0.2], [0.3, 0.0, 0.3], [0.4, -0.2, -0.2], [0.0, -0.1, 0.0], [0.0, 0.0, 0.0], [0.1, 0.0, 0.0], [-0.1, -0.1, 0.2], [0.1, 0.1, 0.0], [0.0, 0.0, -0.1], [0.1, 0.0, 0.1], [0.1, 0.1, 0.1], [0.1, 0.0, 0.0], [0.1, -0.1, 0.0], [0.0, 0.0, -0.1], [-0.1, 0.0, 0.0], [-0.1, 0.0, 0.1], [-0.2, 0.0, 0.0], [-0.2, -0.1, 0.0], [0.1, 0.0, 0.0], [0.0, 0.1, 0.0], [-0.1, -0.1, 0.0], [0.0, 0.1, 0.0], [0.0, 0.0, 0.1], [-0.2, 0.6, 0.3], [-0.4, 0.2, -0.5], [-0.3, -0.6, 0.2], [0.7, 0.1, 0.2], [0.1, -0.1, -0.4], [0.2, -0.3, -0.1], [-0.2, -0.3, 0.1], [-0.2, 0.4, 0.0], [1.3, 0.0, 0.6], [-0.1, 0.0, 0.1], [0.6, 0.3, 1.9], [-0.1, 0.1, -0.2], [-0.2, -0.1, 0.1], [0.2, 0.1, 0.1], [0.0, 0.0, -0.2], [0.1, -0.1, 0.1], [-0.1, 0.1, 0.1], [0.0, 0.0, -0.3], [0.0, 0.2, 0.1], [0.0, -0.2, 0.1], [0.0, 0.2, -0.1], [-0.1, 0.1, 0.1], [0.0, 0.1, 0.1], [0.2, -0.1, -0.2], [-0.6, 0.3, 0.0], [0.0, -0.2, -0.1], [0.0, -0.3, 0.0], [-0.3, 0.1, 0.0], [0.0, -0.2, -0.1], [0.1, 0.1, 0.0], [0.0, 0.0, 0.0], [0.0, -0.3, 0.2], [-1.5, -0.4, -0.1], [-0.1, 0.0, 0.1], [-0.2, 0.0, -0.1], [0.1, 0.1, 0.3], [0.1, 0.1, 0.0], [0.1, 0.1, 0.1], [0.1, 0.1, 0.0], [0.0, -0.1, 0.0], [0.3, 0.2, 0.0], [0.0, 0.1, 0.0], [0.1, 0.1, 0.0], [0.1, -0.1, 0.0], [0.0, 0.1, -0.1], [-0.1, -0.1, 0.1], [0.1, -0.3, -0.8], [0.2, 0.0, 0.0], [-0.5, -0.2, -0.6], [1.0, 0.7, 1.3], [-1.0, -0.6, -1.0], [-0.3, -0.1, -0.2], [0.6, 0.6, 1.2], [0.0, 0.0, 0.2], [0.0, 0.0, 0.1], [0.0, 0.0, 0.0], [0.0, 0.0, 0.0], [-0.1, 0.0, 0.1], [0.0, 0.1, -0.1], [0.0, 0.0, 0.1], [-0.1, 0.1, -0.1], [0.0, -0.1, -0.1]]
}


{
  "formula": "C6H12",
  "method": "wB97M-V/def2-TZVPD",
  "homo_ev": [-13.92, -16.00],
  "multiplicity": 2,
  "s2": 0.757,
  "e_tot_ev": -6404.14421,
  "gap_ev": [8.549, 10.125],
  "charge": 1,
  "species": ["C", "C", "C", "C", "C", "C", "H", "H", "H", "H", "H", "H", "H", "H", "H", "H", "H", "H"],
  "xyz": [[2.1300, 0.8248, -0.5664], [1.5433, -0.2833, 0.3887], [0.2450, -0.9032, -0.1149], [-0.9359, -0.0558, 0.1506], [-0.8570, 1.2199, 0.7379], [-2.1934, -0.7912, -0.4263], [2.9682, 1.4337, -0.2644], [2.1872, 0.3238, -1.5630], [1.3123, 1.5310, -0.8042], [1.1616, 0.1959, 1.3392], [2.1798, -1.0408, 0.8431], [-0.5504, -1.0537, 1.1374], [0.1644, -1.4596, -1.0296], [-0.6606, 1.0309, 1.7564], [-1.3082, 2.1601, 0.2533], [-3.1373, -0.6049, 0.0539], [-1.8976, -1.8662, -0.4127], [-2.3515, -0.6615, -1.4790]],
  "forces_ev_per_angstrom": [[-2.4, -1.5, -1.4], [-0.8, 0.9, 2.1], [-0.6, 4.3, 1.9], [-0.3, -3.5, -2.7], [-1.4, 1.3, -0.8], [1.2, -0.6, 0.0], [0.4, -0.6, 0.2], [1.0, 0.5, 0.6], [0.2, -0.1, 0.6], [0.8, 0.0, -0.8], [0.6, -0.1, -0.9], [0.9, -0.3, -2.0], [-0.3, -1.6, 0.4], [0.4, 1.4, 1.4], [0.6, -1.7, 1.1], [-0.1, 0.1, 0.5], [-0.8, 0.6, 0.4], [0.1, 0.9, -0.7]]
}


Question: Look up the multiplicity of the fifth one.
Answer: 1